1.
12
Properties=species:S:1:pos:R:3:forces:R:3 method="wB97M-V/def2-TZVPD" charge=+2 de_lowest_kj_mol=0.0 lumo_energy_ev="-13.26 / -14.86" largest_force_ha_per_bohr=0.09039 gap_ev="7.66 / 5.83" e_tot_ha=-659.2371 multiplicity=2 e_homo_ev="-20.921 / -20.680"
O -1.81632 0.69680 -0.43923 -0.99 0.30 0.93
C -1.52778 -0.13760 -1.43572 2.59 3.56 -1.50
C -0.90547 0.56741 0.65696 -0.32 -0.07 -0.68
O -1.36991 0.22401 -2.56966 -1.36 -1.58 1.00
O -0.73171 -1.12994 -0.92781 1.94 -1.03 2.98
C -0.04368 -0.58618 0.23786 -1.99 -1.13 -3.61
H -1.47726 0.31713 1.56361 0.08 0.02 0.14
H -0.37072 1.51779 0.78633 -0.29 -0.01 0.29
H 0.41317 -1.38102 0.83615 -0.04 0.11 0.02
O 2.81185 0.24891 0.69915 -0.15 0.22 -0.50
H 3.12961 -0.47974 1.23428 0.69 -0.19 0.45
Al 1.88824 0.14242 -0.64193 -0.16 -0.21 0.49

=====

2.
21
Properties=species:S:1:pos:R:3:forces:R:3 method="wB97M-V/def2-TZVPD" charge=0 de_lowest_kj_mol=4.6 lumo_energy_ev="-1.07 / -1.10" largest_force_ha_per_bohr=0.00425 gap_ev="7.38 / 7.42" e_tot_ha=-4774.0393 multiplicity=1 e_homo_ev="-8.449 / -8.527"
Ti -0.60193 0.99840 -0.35003 0.10 -0.01 -0.02
O 1.83184 1.07456 2.30808 -0.01 -0.02 0.01
S 0.40197 1.13360 2.23124 0.05 0.01 -0.04
O -0.37872 1.08530 3.40751 0.05 0.02 0.02
O -0.10354 -0.16633 1.30855 0.06 0.12 0.07
O -0.02932 2.16886 1.22349 -0.22 -0.03 0.01
F 0.14038 -2.08489 -0.03684 0.00 0.01 0.02
B 0.59507 -0.85956 0.23542 -0.08 -0.04 -0.13
F 1.91149 -0.61208 0.05604 0.03 -0.06 0.03
Se -4.86713 -0.29660 -2.31533 -0.05 -0.02 -0.02
C -3.35570 0.15500 -1.61348 0.05 0.01 0.02
N -2.31634 0.46901 -1.13423 0.03 0.05 -0.01
N 2.77990 2.07450 -0.36244 0.04 0.00 -0.01
C 2.08942 1.95899 -1.47232 -0.01 -0.09 -0.07
O 0.85135 1.71354 -1.50038 0.07 -0.03 0.12
C 2.80193 2.10842 -2.77721 -0.04 0.10 -0.02
I 3.17028 0.15931 -3.55647 0.01 -0.01 0.00
H 2.39803 1.83801 0.55399 -0.07 -0.01 0.02
H 3.77539 2.21405 -0.41416 0.00 0.01 -0.02
H 3.75780 2.61293 -2.68557 0.00 0.00 0.03
H 2.16186 2.62256 -3.48600 0.00 -0.02 -0.01